ORCA calculation (ωB97M-V/def2-TZVPD) on a cluster of 2 separate species, C13H21NO2 in total at a distorted geometry.

Positions of all 37 atoms, in Å:
C 0.22232 -3.16960 -0.37997
N -0.41408 -1.09758 0.43122
O 1.08350 0.45162 -1.08444
H -1.78048 0.52465 -1.16304
H -0.75011 0.36498 1.79918
H -2.42763 1.48539 0.24635
H -1.91150 -2.58064 -0.16736
C -1.22686 -0.05016 0.89495
H 1.72073 -3.40062 1.17735
H -0.93269 -1.88092 3.15730
H 1.04963 -0.96368 1.87752
C 1.27105 -2.62067 0.61265
H 0.21983 1.14007 -4.26772
H -1.14599 -1.76818 -1.45458
C -0.94935 -2.15183 -0.40083
H -1.83885 3.66071 0.36440
C -0.49830 2.08518 -0.24100
H 0.69452 -3.32541 -1.42960
C 0.39656 -1.75387 1.48761
C 1.85061 2.69444 -0.64921
O 0.39697 0.22231 -3.96690
H 0.07588 5.41902 0.20071
H 0.50037 0.40118 -3.05324
H -0.91360 -3.32856 1.97653
C 0.17077 4.39125 -0.02750
C 1.47095 4.02956 -0.34428
H 2.88058 2.52603 -1.04573
C -1.56863 1.00835 -0.22002
H -2.24837 -0.50270 1.20092
H 2.00474 -2.07682 0.03950
C -0.42114 -2.50918 2.43336
H -0.13569 -4.11219 0.00437
H 2.23349 4.80167 -0.18564
C -0.80207 3.41266 0.04113
H 0.66280 -0.06589 -0.35192
C 0.81701 1.72400 -0.68586
H 0.24305 -2.98454 3.17378

Summary:
Maximum force: 3.32 eV/Å
Energy relative to the best compared isomer or geometry (same formula, charge and spin): 36.1 kcal per mole
E_HOMO: -8.361 eV
SMILES string: C[C@H]1CCCN1CCc1ccccc1O.O
Kohn-Sham gap: 9.14 eV

Atom charges from the natural (NBO) analysis, given in e for atoms 1 to 8: -0.412, -0.492, -0.741, 0.229, 0.212, 0.215, 0.185, -0.196

ORCA calculation (ωB97M-V/def2-TZVPD) on a structure of composition C13H22BF2N4PdS.

Positions of all 44 atoms, in Å:
H -2.33988 0.68016 0.91192
H 1.28532 -1.20457 1.80527
C 2.99131 3.25871 0.55295
H -1.64352 1.32054 -1.54798
C -2.03342 -1.36181 -0.94426
H 1.98085 -3.39828 -0.22012
F -1.16233 0.47536 4.16603
H 0.26194 -4.47218 -0.90992
C -0.66416 -1.19507 -0.49388
B -0.58780 1.20388 3.16964
C 2.47206 -1.40589 -0.77695
C -0.37701 -3.59369 -0.92662
H 2.11200 -0.39171 -0.62161
H 0.55639 2.53585 -0.89438
H 4.87699 3.75472 0.94298
H 2.08237 4.47294 -0.77019
H -3.34700 1.75104 -1.82917
C -3.27334 0.31591 0.48415
H -2.05355 -4.67408 -1.74978
H -4.00002 1.13400 0.47558
Pd 0.59618 0.76205 1.61626
H 2.44321 -1.61415 -1.84912
C -3.02416 -0.20680 -0.93620
C 1.59283 -2.39619 -0.00534
H -3.65303 -0.48292 1.12358
C -2.48337 -2.59310 -1.38027
H 1.13680 -2.95231 2.04233
C 0.14911 -2.39342 -0.48469
H -0.09048 3.66635 0.18786
N -0.21640 0.00973 -0.16114
H 2.74921 -2.23353 1.83029
N 4.11286 4.04029 0.35230
F -0.99317 2.51803 3.32477
H -2.52864 0.59452 -2.90218
H 3.94693 5.03778 0.36593
C -2.61246 0.94085 -1.86971
S 3.08914 1.83233 1.38400
H 3.51009 -1.45833 -0.43588
C 1.70403 -2.18633 1.51066
H -3.97024 -0.60940 -1.31440
H -3.51211 -2.67026 -1.72175
N 1.89047 3.80471 -0.03698
C -1.67816 -3.72363 -1.39031
N 0.70415 3.10788 -0.07365

Summary:
Maximum force: 0.89 eV/Å
Multiplicity: 3
Energy relative to the best compared isomer or geometry (same formula, charge and spin): 16.5 kcal per mole
Charge: -1
E_HOMO (spin up / spin down): -2.652 / -2.858 eV
Expectation value of S²: 2.012
Kohn-Sham gap (spin up / spin down): 5.12 / 5.30 eV

Atom charges from the natural (NBO) analysis, given in e for atoms 1 to 8: 0.238, 0.204, 0.260, 0.221, -0.091, 0.182, -0.557, 0.187

ORCA calculation (ωB97M-V/def2-TZVPD) on a cluster of 2 separate species, C13H22BF4NO4 in total at a distorted geometry.

Positions of all 45 atoms, in Å:
H 2.80287 0.77972 -2.69926
H -3.40412 2.08202 0.28343
C 1.71840 0.14945 -0.86381
C -1.13274 1.19591 -2.33319
H -1.14581 0.77356 3.63470
H 0.26762 1.51885 0.08874
N 2.04154 2.40318 -0.53646
H 0.42529 -2.84445 1.27863
H 3.82411 -0.02168 -1.53270
H -0.91039 -1.28263 -0.60141
B -0.44747 -4.39048 3.46596
H 1.86720 -1.80384 -1.73515
C -3.40284 1.43525 -1.73936
C 0.31116 0.13512 2.24138
H -1.55319 1.20354 1.99306
H -4.47574 0.70803 -0.06739
O -4.24416 1.19341 -2.54624
F 0.94689 -4.15017 3.42264
H -1.23860 0.32722 -1.68058
H -1.15406 0.82973 -3.36136
F -0.71713 -5.69700 3.86960
C 3.15576 1.97516 -0.98341
O -2.22879 2.08272 -2.12232
C 1.08637 -1.08703 -1.47554
F -1.05758 -3.46492 4.32975
H -2.72673 0.45456 0.06134
H 0.60331 -0.81725 -2.41999
H -0.09012 2.99719 -1.88072
C -3.50344 1.14696 -0.26847
H 2.10062 -0.00657 0.14463
C 0.16487 1.94941 -2.04327
O 1.50217 0.33037 2.32407
C 0.06619 -1.76468 -0.53478
H 4.07629 2.53128 -0.86177
H 1.59219 -1.59700 0.98920
H -0.25221 2.08939 2.88377
F -0.95739 -4.19269 2.14932
O -0.25165 -0.97461 1.76752
C 2.97419 0.65261 -1.62371
H 1.91787 3.28555 -0.05385
C 0.53215 -1.82476 0.91961
C 0.89830 1.45519 -0.79913
C -0.72299 1.12913 2.69271
H 0.84010 1.89089 -2.89875
H -0.09829 -2.78561 -0.87746

Summary:
Maximum force: 1.22 eV/Å
E_HOMO: -9.772 eV
Kohn-Sham gap: 7.42 eV

Atom charges from the natural (NBO) analysis, given in e for atoms 1 to 8: 0.256, 0.240, -0.224, -0.066, 0.274, 0.237, -0.398, 0.285

ORCA calculation (ωB97M-V/def2-TZVPD) on a structure of composition C13H22BILaN5O at a distorted geometry.

Positions of all 44 atoms, in Å:
H 1.84715 2.91980 0.64445
N -2.03574 2.52365 -0.65572
C -2.88706 1.87167 -1.59110
C 0.96608 2.97479 1.28559
H -0.26521 -2.85671 -2.46931
N 0.39486 -3.62831 -0.62469
H 1.00619 3.89252 1.89636
C -0.49584 -0.03158 1.76385
N -0.68860 -0.10949 0.60910
H 2.54242 -4.52879 1.67960
H -3.50243 3.33749 0.65127
H 0.99813 0.50325 3.33481
La 0.83807 -0.54747 -1.18228
C 0.01762 2.11559 -1.91380
C 2.29245 -1.76340 1.76293
N -0.27254 2.98955 0.51936
C 1.10662 -4.64721 -0.03107
H -0.35867 2.30686 -3.97819
H -3.72481 2.53272 -1.81446
O 1.28012 2.34666 -1.83284
C 1.85610 -4.10540 0.95774
H -2.35049 1.67506 -2.51846
H -0.14010 -4.60532 -2.37442
C -2.46939 3.15068 0.47008
C 0.68775 -2.44273 -0.02787
H -1.36821 3.84524 2.16379
H -3.24050 0.91038 -1.18889
H 1.08656 -5.63846 -0.42084
N 1.58499 -2.74881 0.94874
H 3.20979 -2.22211 2.16690
B -0.16350 0.10605 3.23776
C -0.68842 2.38123 -0.66029
H 2.56106 -0.82561 1.19742
I 3.44743 -1.45827 -1.72025
H -1.49897 -3.77864 -1.58832
C -1.38057 3.43118 1.19035
H -0.24236 -0.94791 3.83346
H 0.43514 0.75586 -3.59079
H 0.91167 2.14325 2.00384
C -0.42308 -3.72171 -1.80744
H 1.65883 -1.47990 2.61351
H -1.26756 0.94602 -3.42840
H -0.92381 0.91956 3.70017
C -0.34119 1.50874 -3.21165

Summary:
Maximum force: 8.17 eV/Å
Energy relative to the best compared isomer or geometry (same formula, charge and spin): 0.0 kcal per mole
Charge: -2
E_HOMO (spin up / spin down): 2.091 / 2.332 eV
Kohn-Sham gap (spin up / spin down): 2.24 / 2.12 eV

Atom charges from the Mulliken analysis, given in e for atoms 1 to 8: 0.287, 0.388, -0.843, -0.872, 0.473, 1.055, 0.333, 0.948

ORCA calculation (ωB97M-V/def2-TZVPD) on a cluster of 2 separate species, C13H22Cl2N2O4S3 in total at a distorted geometry.

Positions of all 46 atoms, in Å:
H 1.50477 -1.86375 0.27238
H -0.43795 -1.38727 -1.98723
C 0.43279 -2.20393 0.00479
C 1.11877 -3.35380 -3.47554
C -0.33165 1.91621 2.63655
C 3.69389 2.75526 -1.03194
C 1.51781 2.03503 0.16032
H -2.06927 0.50320 2.09473
H 4.72575 2.38077 -1.37481
H 0.40825 -0.17725 -0.90263
N 0.73633 -1.83415 3.63504
H 0.49355 -3.20870 -0.55993
H -0.10663 3.03693 2.65994
H -2.44238 -2.12463 1.01002
C -2.60162 -1.64221 -0.01819
H -2.42391 1.76157 3.45715
H 3.51578 0.86168 0.26632
S -3.40040 1.63046 -0.02583
C -2.13225 0.59705 -0.93654
H -2.58894 -2.43487 -2.21293
O 1.80813 -4.18592 -4.11800
C -2.66888 -2.79448 -1.13642
H -1.87664 -3.59449 -0.88936
C -2.53634 2.55044 1.32215
H 2.69224 -2.71097 -3.40458
H -3.65658 -1.17095 0.02283
H -0.14049 -2.41105 0.96992
N -1.58199 -0.57162 -0.25649
H 1.25814 1.58796 -0.87479
O -0.09842 -3.32732 -3.21136
O 1.85136 0.14917 2.34893
H -3.68470 -3.32573 -0.99858
H 2.92975 2.65112 -1.89312
O 1.88262 -2.32897 -3.01115
H -0.04746 1.52420 3.68705
C -0.32598 -1.07494 -0.88568
Cl 3.61148 2.89755 1.76715
H -1.77298 3.31132 0.91163
C 3.14203 1.94484 0.26073
Cl 0.90917 3.76380 0.13797
H -3.32754 3.19306 1.86378
S 0.65562 0.94353 1.40399
C 1.21501 -0.85472 3.14222
C -1.90338 1.57525 2.45695
S -1.68152 1.12470 -2.47512
H 3.73464 3.88656 -0.81234

Summary:
Maximum force: 5.09 eV/Å
E_HOMO: -6.830 eV
Kohn-Sham gap: 3.61 eV

Atom charges from the natural (NBO) analysis, given in e for atoms 1 to 8: 0.195, 0.313, -0.659, 0.934, -0.593, -0.642, -0.396, 0.265

ORCA calculation (ωB97M-V/def2-TZVPD) on a cluster of 2 separate species, C13H22ClIN3O7S in total at a distorted geometry.

Positions of all 48 atoms, in Å:
H -4.64933 1.22502 -0.64698
H 0.13713 -2.87953 0.01209
C 0.45141 -2.30348 0.88247
O 2.26129 2.51575 -1.51860
C 2.58098 1.50224 -4.83316
C 3.65215 1.17538 0.99491
Cl -6.13060 0.36125 3.84188
H 0.81412 -1.35060 0.50687
H -4.67562 1.85740 1.84951
C 4.00787 -0.21911 1.45359
H -1.55240 -2.75070 1.60594
H 1.29737 -3.28370 2.63683
O 3.07571 3.44199 -3.65711
O 1.74962 1.45606 -3.65879
S 1.85476 2.82619 -2.84590
H 4.57751 1.73158 0.83107
C -0.77405 -2.00788 1.76451
N -3.00466 -1.43651 -0.00646
C 3.71979 2.41980 -4.43582
O 2.84384 -1.04983 1.25044
N -2.83261 0.74916 0.29522
H 1.99799 1.91123 -5.65904
C -5.10758 0.95860 1.39547
H 3.08420 1.72379 1.74683
C -4.28922 0.57982 0.15558
H -2.51409 1.54822 0.82768
H 1.80429 -3.98223 1.10688
O -4.46450 -1.07622 2.50435
C 1.59021 -3.04281 1.61347
H 4.84937 -0.62666 0.89486
H -0.49968 -2.02922 2.81706
H 4.28117 -0.24442 2.50799
H -3.06883 -2.32901 0.46296
H -5.12646 -1.46551 0.14897
H -4.48804 -0.97204 -1.42210
C 2.90104 -2.28752 1.73926
O 3.87194 -2.76598 2.26254
H 4.45416 1.90994 -3.81012
C -2.33102 -0.46750 0.65962
H -6.12221 1.23940 1.11518
O 0.70678 3.62113 -3.07751
C -5.11222 -0.07197 2.49110
N -1.33089 -0.67312 1.48932
H 4.21446 2.87943 -5.28553
H 2.91143 0.49680 -5.07561
H 3.10394 1.17191 0.05490
C -4.36103 -0.87874 -0.34777
I -0.35947 0.89223 2.36113

Summary:
Maximum force: 1.24 eV/Å
Energy relative to the best compared isomer or geometry (same formula, charge and spin): 6.8 kcal per mole
Charge: +1
E_HOMO: -12.552 eV
Kohn-Sham gap: 8.47 eV

Atom charges from the natural (NBO) analysis, given in e for atoms 1 to 8: 0.238, 0.223, -0.435, -0.924, -0.100, -0.636, 0.006, 0.245

Q: Which of these has the lowest maximum force?
A: C13H22BF2N4PdS

Q: Which of these has the highest maximum force?
A: C13H22BILaN5O

Q: Number 6 is which compound?
A: C13H22ClIN3O7S